(1)
Here is a 2-piece molecular cluster, C5H11O2 overall at a distorted geometry from OMol25. Energies are from ωB97M-V/def2-TZVPD.

For the energy above the lowest of the compared OMol25 structures with the same formula, charge and spin, the calculation gives 4.5 kJ/mol. Its HOMO-LUMO gap (spin up / spin down) is 9.90 / 8.99 eV. Its highest occupied orbital energy (spin up / spin down) is -9.07 / -9.59 eV.

```
! wB97M-V def2-TZVPD RIJCOSX def2/J DEFGRID3
* xyz 0 2
H -2.54 -1.14 -1.06
C -1.83 -1.42 -0.27
C -0.55 -0.60 -0.33
C 0.37 -1.02 0.73
C -0.81 0.92 -0.13
O -1.85 1.29 0.37
C 0.26 1.89 -0.54
H -2.31 -1.25 0.69
H -1.61 -2.48 -0.39
H -0.03 -0.70 -1.29
H 2.22 -0.30 0.55
H 0.21 -0.59 1.73
H 0.75 -2.05 0.70
H 1.19 1.42 -0.84
H -0.14 2.52 -1.35
H 0.46 2.56 0.30
O 2.94 0.24 0.18
H 3.29 0.71 0.95
*
```

Atom charges from the Löwdin analysis, given in e for atoms 1 to 4: 0.0856 -0.0608 -0.3900 0.0309

(2)
Here is a 2-piece molecular cluster, C5H11O2 overall at a distorted geometry from OMol25. Energies are from ωB97M-V/def2-TZVPD.

For the energy above the lowest of the compared OMol25 structures with the same formula, charge and spin, the calculation gives 225.5 kJ/mol. Its HOMO-LUMO gap (spin up / spin down) is 11.08 / 6.64 eV. Its highest occupied orbital energy (spin up / spin down) is -10.36 / -10.36 eV.

```
! wB97M-V def2-TZVPD RIJCOSX def2/J DEFGRID3
* xyz 0 2
C 1.59 0.94 1.95
C 2.29 0.70 0.62
O 2.97 -0.29 0.51
O 1.97 1.45 -0.30
H 0.87 0.04 2.05
H 1.05 1.94 2.03
H 1.99 0.68 2.89
C -2.16 -0.55 -0.49
C -1.92 -1.74 -1.60
C -3.59 -0.21 -0.59
H -1.62 0.36 -0.97
H -1.82 -0.87 0.49
H -2.66 -2.39 -1.82
H -1.85 -1.36 -2.55
H -4.05 0.00 0.32
H -4.18 -1.06 -0.96
H -0.92 -2.05 -1.15
H -3.62 0.58 -1.38
*
```

Atom charges from the Löwdin analysis, given in e for atoms 1 to 4: 0.0102 -0.7156 0.2312 0.1919

(3)
Here is a 2-piece molecular cluster, C5H11O2 overall at a distorted geometry from OMol25. Energies are from ωB97M-V/def2-TZVPD.

For the energy above the lowest of the compared OMol25 structures with the same formula, charge and spin, the calculation gives 290.2 kJ/mol. Its HOMO-LUMO gap is 8.49 eV. Its highest occupied orbital energy is -14.99 eV.

```
! wB97M-V def2-TZVPD RIJCOSX def2/J DEFGRID3
* xyz 1 1
C -0.33 -1.14 -0.11
C -3.55 0.33 -0.12
C 3.25 0.49 -0.20
C -2.14 0.24 0.36
C 2.83 -0.79 0.29
O -1.62 -1.07 -0.07
O 0.46 -0.25 0.15
H -0.13 -2.21 -0.54
H -3.97 1.09 0.40
H -3.37 0.40 -1.13
H -4.16 -0.67 0.08
H 3.69 0.87 -1.10
H 2.29 1.15 0.08
H 3.68 1.01 0.58
H -2.13 0.11 1.40
H -1.65 1.15 0.09
H 2.33 -0.98 1.17
H 3.12 -1.63 -0.34
*
```

Atom charges from the Löwdin analysis, given in e for atoms 1 to 4: -0.3289 -0.0417 -0.0403 -0.1885

(4)
Here is a 2-piece molecular cluster, C5H11O3 overall at a distorted geometry from OMol25. Energies are from ωB97M-V/def2-TZVPD.

For the energy above the lowest of the compared OMol25 structures with the same formula, charge and spin, the calculation gives 222.4 kJ/mol. Its HOMO-LUMO gap is 8.07 eV. Its highest occupied orbital energy is -4.27 eV.

```
! wB97M-V def2-TZVPD RIJCOSX def2/J DEFGRID3
* xyz -1 1
C -0.42 0.72 2.27
C -1.55 1.60 1.52
O 0.44 0.16 1.43
H -0.11 1.37 3.19
H -0.96 -0.19 2.79
H -1.84 1.45 0.48
H 0.71 0.78 0.62
H -1.25 2.62 1.61
H -2.64 1.40 1.77
C 1.37 -1.34 -1.39
C -0.13 -1.71 -1.40
C 1.37 0.16 -1.80
O 1.28 0.37 -3.02
O 1.69 0.96 -0.87
H 1.80 -1.42 -0.43
H 1.88 -1.83 -2.17
H -0.25 -1.48 -2.47
H -0.88 -0.99 -1.07
H -0.50 -2.65 -1.04
*
```

Atom charges from the Löwdin analysis, given in e for atoms 1 to 4: -0.4001 -0.0960 -0.1084 0.1062

(5)
Here is a 2-piece molecular cluster, C5H11O3 overall at a distorted geometry from OMol25. Energies are from ωB97M-V/def2-TZVPD.

For the energy above the lowest of the compared OMol25 structures with the same formula, charge and spin, the calculation gives 262.4 kJ/mol. Its HOMO-LUMO gap is 7.43 eV. Its highest occupied orbital energy is -3.66 eV.

```
! wB97M-V def2-TZVPD RIJCOSX def2/J DEFGRID3
* xyz -1 1
O 0.36 -2.55 2.23
C 0.02 -1.69 1.45
C -0.52 -1.92 0.07
C -0.28 -0.60 -0.75
C -0.85 0.73 -0.15
C -0.24 2.05 -0.74
O 0.93 2.49 -0.25
H 0.00 -0.62 1.62
H -1.63 -2.12 0.05
H -0.11 -2.81 -0.42
H -0.63 -0.77 -1.81
H 0.80 -0.53 -0.77
H -1.97 0.77 -0.47
H -0.79 0.73 0.92
H -0.22 1.88 -1.80
H -1.07 2.74 -0.58
H 2.36 0.12 0.05
H 1.63 1.51 0.51
O 2.21 0.60 0.85
*
```

Atom charges from the Löwdin analysis, given in e for atoms 1 to 4: 0.0301 -0.2867 -0.1699 -0.2233

(6)
Here is a 2-piece molecular cluster, C5H11O3 overall at a distorted geometry from OMol25. Energies are from ωB97M-V/def2-TZVPD.

For the energy above the lowest of the compared OMol25 structures with the same formula, charge and spin, the calculation gives 113.4 kJ/mol. Its HOMO-LUMO gap is 7.99 eV. Its highest occupied orbital energy is -4.29 eV.

```
! wB97M-V def2-TZVPD RIJCOSX def2/J DEFGRID3
* xyz -1 1
C -1.29 1.29 0.19
C -2.50 2.00 0.69
C -0.25 2.19 -0.51
O -0.57 3.43 -0.51
O 0.71 1.60 -1.06
H -0.72 0.78 0.98
H -1.64 0.54 -0.49
H -2.97 2.68 -0.12
H -2.12 2.70 1.55
H -3.28 1.32 1.00
C 1.44 -1.60 0.13
C 1.62 -3.13 -0.26
O 2.37 -0.85 -0.66
H 0.39 -1.20 -0.05
H 1.69 -1.45 1.21
H 0.77 -3.66 -0.26
H 1.96 -0.04 -0.94
H 2.37 -3.48 0.45
H 2.01 -3.11 -1.32
*
```

Atom charges from the Löwdin analysis, given in e for atoms 1 to 4: -0.2450 -0.1667 -0.6973 -0.1093